(1)
Density functional theory data (ωB97M-V/def2-TZVPD) for a single C22H27N5O2 molecule at a distorted geometry.

Last column: Mulliken charge in e.
CARTESIAN COORDINATES (ANGSTROEM)
C: -0.28422 3.56761 0.23456  -1.02
H: -1.33905 3.54212 -0.02710  0.26
H: 0.11848 4.53650 -0.04898  0.43
H: 0.23038 2.79934 -0.33975  0.26
C: -0.09239 3.34563 1.74056  -0.70
N: -0.53095 2.06145 2.24837  0.24
C: -1.95873 1.82957 2.12719  -0.25
H: -2.46045 2.78060 2.32316  0.56
C: -2.45094 0.79849 3.13749  -1.58
H: -2.14786 1.08982 4.13951  0.43
H: -2.04819 -0.18763 2.92299  0.22
H: -3.53688 0.74302 3.10374  0.44
H: -2.23779 1.50064 1.11032  0.24
C: 0.28635 0.94135 1.82985  -0.21
H: 1.11372 1.28487 1.19870  0.40
C: 0.89647 0.19884 3.03622  -1.01
N: 1.71439 -0.89918 2.57082  -0.08
C: 1.14909 -2.06037 2.19093  0.54
O: 0.02075 -2.40558 2.46814  -0.63
C: 2.06487 -2.89653 1.27740  -1.00
N: 1.98489 -2.27956 -0.03689  0.65
N: 0.97340 -2.71505 -0.78302  -0.83
C: 0.65621 -2.13514 -1.89058  0.34
C: 1.39603 -1.00646 -2.39333  1.16
C: 1.10408 -0.32865 -3.58390  -0.52
C: 1.87051 0.74287 -3.98043  -0.72
C: 2.94822 1.17394 -3.20777  -0.59
C: 3.24912 0.52950 -2.03077  -0.54
C: 2.48242 -0.56157 -1.61523  0.04
C: 2.77249 -1.19235 -0.33176  0.36
O: 3.61969 -0.79821 0.46286  -0.80
H: 4.07097 0.84168 -1.40434  0.50
H: 3.54091 2.01500 -3.53399  0.43
H: 1.63479 1.25751 -4.90014  0.44
H: 0.27243 -0.64534 -4.19236  0.29
C: -0.60413 -2.63743 -2.53299  -1.50
C: -1.73655 -1.78097 -2.02163  0.55
C: -2.05545 -1.77886 -0.66648  -0.37
C: -3.08056 -0.96537 -0.21763  -0.32
C: -3.73969 -0.16708 -1.14207  -0.42
N: -3.44448 -0.15960 -2.42957  -0.65
C: -2.47318 -0.94846 -2.85438  -0.31
H: -2.28335 -0.91259 -3.92057  0.36
H: -4.54010 0.49693 -0.84258  0.40
H: -3.35793 -0.95103 0.82434  0.50
H: -1.50186 -2.40249 0.02179  0.55
H: -0.54812 -2.60093 -3.62000  0.63
H: -0.76016 -3.66848 -2.21292  0.35
H: 1.68072 -3.91270 1.19748  0.42
H: 3.10050 -2.88075 1.61798  0.40
H: 2.61494 -0.66165 2.16670  0.37
H: 0.10674 -0.20918 3.66605  0.36
H: 1.50972 0.88188 3.62424  0.23
H: -0.29835 0.22082 1.24075  -0.09
H: 0.96698 3.45038 1.99061  0.37
H: -0.63891 4.11884 2.28842  0.45

Forces on the atoms, in the same order (eV/Å):
C 0.0 -0.1 0.3
H -0.1 0.0 -0.1
H 0.0 0.1 -0.1
H 0.0 -0.1 -0.1
C 0.0 0.1 -0.2
N 0.0 0.0 0.1
C -0.1 -0.1 0.1
H 0.0 0.0 -0.1
C 0.0 0.2 -0.3
H 0.0 0.0 0.1
H 0.0 -0.2 0.0
H -0.1 -0.1 0.0
H 0.0 0.1 0.1
C 0.1 -0.2 0.4
H 0.0 0.0 0.0
C -0.3 0.1 -0.2
N 0.3 0.3 0.1
C 0.7 -0.3 -0.1
O -0.5 -0.1 0.0
C -0.2 0.0 0.4
N 0.7 0.4 -0.1
N -0.9 -0.5 -0.6
C 0.2 -0.4 0.3
C 0.6 0.3 0.3
C 0.0 -0.1 0.0
C -0.1 0.0 0.0
C 0.0 0.0 0.1
C 0.0 -0.1 0.1
C -0.3 0.1 -0.4
C 0.0 -0.2 0.1
O 0.2 0.1 -0.1
H 0.1 0.0 0.0
H 0.1 0.1 0.0
H 0.0 0.0 -0.1
H -0.1 0.0 -0.1
C 0.0 0.1 0.1
C -0.2 0.1 -0.1
C -0.1 0.1 -0.1
C 0.1 -0.1 -0.1
C -0.1 0.0 0.3
N -0.3 0.4 -0.3
C 0.2 -0.3 0.1
H 0.1 -0.1 -0.1
H -0.1 0.0 0.1
H 0.0 0.0 0.1
H 0.0 -0.1 0.1
H 0.0 -0.1 0.0
H 0.1 0.0 -0.1
H 0.1 0.2 0.0
H -0.1 0.0 -0.1
H -0.1 -0.2 0.0
H 0.1 0.1 0.0
H -0.1 0.0 0.0
H 0.1 0.0 0.0
H 0.0 0.1 0.0
H 0.1 0.0 0.0

Multiplicity   1
Structure (SMILES)   CCN(CC)CCNC(=O)Cn1nc(Cc2cccnc2)c2ccccc2c1=O
HOMO level   -8.21 eV
Total energy   -34798.486 eV


(2)
Density functional theory data (ωB97M-V/def2-TZVPD) for 2 unconnected molecules or ions with the total composition C10H25BrN2O6P at a distorted geometry.

Last column: Mulliken charge in e.
CARTESIAN COORDINATES (ANGSTROEM)
C: -0.09300 0.87240 -0.82123  -1.27
C: -1.26457 0.96592 -1.81468  -0.15
O: -1.82251 -0.28333 -2.09698  -0.27
C: -1.74102 -0.68439 -3.45607  -0.59
C: -2.52435 0.14363 -4.44725  -0.44
O: -3.92763 0.03924 -4.33817  -0.44
N: -4.37319 0.61105 -3.13429  0.59
C: -5.06824 1.83238 -3.38839  0.34
O: -5.80960 2.01438 -4.22852  -0.41
O: -4.78274 2.76120 -2.48611  -0.46
P: -5.44065 -0.61757 -2.41709  0.09
O: -4.43585 -1.88480 -2.63657  -0.38
Br: -5.41800 -0.13565 -0.20326  -0.26
H: 0.60204 1.66096 -1.07149  0.38
H: -0.46739 1.05973 0.17574  0.30
H: 0.39410 -0.08866 -0.90871  0.29
H: -0.92605 1.51059 -2.68890  0.36
H: -2.03634 1.56577 -1.33911  0.15
H: -0.69049 -0.68838 -3.76378  0.46
H: -2.07471 -1.70609 -3.48949  0.34
H: -2.28359 -0.24225 -5.42641  0.38
H: -2.23096 1.18704 -4.46336  0.32
H: -3.89744 2.57154 -2.14800  0.35
H: -4.41432 -2.41234 -1.82232  0.31
C: 2.71327 -0.15811 1.47490  -1.05
N: 2.96651 0.09505 2.93468  -0.05
C: 2.09724 1.23824 3.35721  -0.89
C: 4.39661 0.47214 3.13120  -0.94
C: 2.59100 -1.09886 3.79208  -0.47
C: 3.38882 -2.36573 3.57761  -0.58
O: 3.23775 -2.82589 2.24327  -0.48
H: 2.74261 0.79951 0.95769  0.45
H: 3.49210 -0.79476 1.07783  0.36
H: 1.73393 -0.61286 1.36452  0.45
H: 2.35923 2.10921 2.76292  0.39
H: 2.27146 1.43836 4.41178  0.41
H: 1.05896 0.96422 3.18797  0.38
H: 5.02997 -0.32908 2.76364  0.38
H: 4.57110 0.64110 4.19151  0.36
H: 4.59220 1.38019 2.56654  0.41
H: 1.53560 -1.28356 3.59336  0.40
H: 2.70806 -0.77665 4.82615  0.38
H: 3.00068 -3.12116 4.26618  0.40
H: 4.44822 -2.21541 3.80606  0.37
H: 3.79119 -3.60833 2.12734  0.31

Forces on the atoms, in the same order (eV/Å):
C -0.5 0.3 -0.5
C 0.2 0.2 0.7
O 0.0 -0.3 -0.2
C 0.4 0.2 0.3
C 0.2 -0.1 0.2
O -0.5 -0.2 -0.6
N 0.7 -0.5 1.1
C 2.7 -0.7 3.0
O -3.8 0.7 -4.6
O 0.7 0.8 0.9
P -0.6 -0.2 -0.9
O -0.1 0.2 0.9
Br 0.5 0.0 -0.1
H 0.4 0.2 0.1
H 0.1 -0.3 0.4
H 0.1 -0.3 0.1
H 0.0 -0.1 -0.4
H -0.3 0.3 0.0
H 0.1 0.1 -0.2
H -0.3 -0.4 0.0
H -0.1 -0.2 -0.4
H 0.1 0.4 0.2
H -0.2 -0.1 0.4
H 0.1 -0.1 -0.2
C 0.1 0.3 -0.1
N 0.0 -0.1 -0.1
C 0.1 -0.1 0.1
C -0.1 0.0 0.0
C -0.1 -0.1 -0.2
C 0.3 -0.2 -0.3
O 0.1 0.1 0.1
H -0.1 0.0 0.1
H -0.1 -0.2 0.1
H 0.0 -0.1 -0.1
H 0.0 0.0 0.0
H 0.0 0.0 0.0
H 0.0 0.0 0.0
H 0.0 0.0 0.0
H 0.0 0.0 0.0
H 0.0 0.0 0.0
H 0.0 0.0 0.0
H 0.0 0.0 0.0
H 0.0 0.2 0.2
H 0.0 0.1 0.1
H -0.2 0.0 0.0

Multiplicity   1
Charge   +1
HOMO level   -10.66 eV
Total energy   -105363.743 eV


(3)
Density functional theory data (ωB97M-V/def2-TZVPD) for a single C3H2Br2 molecule at a distorted geometry.

Last column: Mulliken charge in e.
CARTESIAN COORDINATES (ANGSTROEM)
C: -0.71783 -1.06766 0.35474  -0.08
C: 1.41473 0.69590 -0.34818  -0.32
C: -0.03987 0.28568 -0.05363  -0.33
Br: -2.50441 -1.04792 -0.02822  -0.02
Br: 2.68618 -0.56124 0.02399  0.02
H: -0.61191 0.83596 -0.81412  0.40
H: -0.22690 0.85930 0.86543  0.33

Forces on the atoms, in the same order (eV/Å):
C 2.1 0.8 -0.2
C -1.3 -0.4 0.2
C -0.5 -0.5 -0.4
Br -0.3 0.3 -0.2
Br 0.2 -0.5 0.2
H -0.1 0.0 0.1
H 0.0 0.3 0.2

Multiplicity   1
HOMO level   -8.73 eV
Total energy   -143221.295 eV


(4)
Density functional theory data (ωB97M-V/def2-TZVPD) for a molecular structure, C5H8OS at a distorted geometry.

Last column: Mulliken charge in e.
CARTESIAN COORDINATES (ANGSTROEM)
C: -1.09757 -0.72545 -0.66474  -1.13
C: -1.89480 -0.36879 -1.66966  0.02
C: -0.08154 0.23704 -0.18849  1.33
C: 1.34625 -0.05840 -0.55485  -1.34
C: -0.29545 0.82765 1.17507  -1.31
O: -0.46688 1.65580 -1.30337  -0.48
S: -1.66807 1.22611 -2.28885  0.06
H: -1.14520 -1.68914 -0.18802  0.34
H: -2.66232 -0.96763 -2.12355  0.35
H: 1.90310 0.87134 -0.61214  0.36
H: 1.40091 -0.56179 -1.51431  0.36
H: 1.80035 -0.69110 0.20361  0.35
H: -0.12380 0.06087 1.92710  0.37
H: -1.31547 1.19317 1.27522  0.34
H: 0.39406 1.64880 1.34582  0.36

Forces on the atoms, in the same order (eV/Å):
C -0.1 0.1 -0.2
C 0.1 0.3 0.0
C -0.4 2.2 -1.6
C -0.2 0.1 -0.1
C -0.1 0.2 -0.3
O 1.0 -2.0 2.0
S -0.4 -0.2 -0.3
H 0.0 -0.2 0.1
H -0.2 -0.3 0.0
H 0.1 0.1 0.1
H 0.0 0.0 -0.1
H 0.1 -0.1 0.2
H 0.1 -0.2 0.1
H 0.0 0.0 0.0
H 0.1 0.1 0.0

Multiplicity   1
HOMO level   -7.38 eV
Total energy   -18195.452 eV


(5)
Density functional theory data (ωB97M-V/def2-TZVPD) for a single C3H6N2O molecule at a distorted geometry.

Last column: Mulliken charge in e.
CARTESIAN COORDINATES (ANGSTROEM)
C: -1.08781 1.48135 0.44540  -0.75
N: -0.37793 0.26940 0.19370  -0.30
C: -0.01438 -0.14405 -0.95589  -0.17
N: 0.97623 -1.05351 -0.84239  -0.28
C: 0.95275 -1.25133 0.71503  0.19
O: 1.62036 -0.81787 1.60771  -0.47
H: -1.92546 1.29344 1.12330  0.26
H: -1.47150 1.92139 -0.48339  0.28
H: -0.41017 2.20701 0.91768  0.26
H: -0.41046 0.16562 -1.92571  0.39
H: 1.09066 -1.78629 -1.54993  0.27
H: 0.47241 -2.22419 0.79525  0.33

Forces on the atoms, in the same order (eV/Å):
C -0.4 0.2 -0.1
N -0.3 -0.1 -0.4
C -0.3 0.5 0.2
N 0.6 0.6 0.4
C 1.1 -1.6 -0.1
O 0.3 0.2 -1.3
H 0.1 0.1 -0.1
H -0.1 0.1 0.1
H -0.2 -0.2 -0.1
H 0.1 0.1 0.0
H 0.0 0.1 0.8
H -0.9 -0.1 0.5

Multiplicity   1
Structure (SMILES)   C/N=C/NC=O
HOMO level   -8.97 eV
Total energy   -8233.880 eV


(6)
Density functional theory data (ωB97M-V/def2-TZVPD) for a molecular structure, C14H21IrN5S.

Last column: Mulliken charge in e.
CARTESIAN COORDINATES (ANGSTROEM)
Ir: 0.33729 -0.34319 0.39826  1.35
N: 1.72032 0.91875 1.55546  -0.67
C: 2.21495 0.23631 2.81043  -0.54
C: 2.74056 -1.17128 2.56942  -0.62
C: 1.69964 -2.27279 2.43929  -0.53
N: 1.03188 -2.31347 1.08418  -0.69
H: 2.54240 1.19499 1.02018  0.34
H: 1.28718 1.80090 1.82877  0.32
H: 1.39353 0.23502 3.52885  0.31
H: 3.00594 0.85758 3.23117  0.46
H: 3.35599 -1.42690 3.43505  0.37
H: 3.43773 -1.18974 1.72345  0.28
H: 0.91528 -2.16182 3.18984  0.26
H: 2.16447 -3.24459 2.60732  0.48
H: 0.28638 -3.00889 1.12231  0.33
H: 1.70821 -2.70356 0.42766  0.35
S: -3.47021 -0.03472 3.12129  0.05
C: -1.95440 -0.38759 2.46798  -0.09
N: -1.68353 0.11043 1.26975  -0.31
C: -2.76856 0.83834 0.81695  0.07
C: -2.88034 1.55248 -0.40445  -0.13
C: -4.05925 2.26172 -0.70690  -0.73
C: -5.11326 2.27119 0.17406  -0.49
C: -5.02198 1.56589 1.41120  -0.33
C: -3.83624 0.85969 1.70728  0.85
H: -1.25474 -0.99835 3.02267  0.37
H: -2.05623 1.55952 -1.10781  0.39
H: -4.12777 2.80284 -1.64146  0.45
H: -6.02397 2.81289 -0.05190  0.47
H: -5.85392 1.58262 2.10852  0.48
C: 2.71820 0.60522 -4.89951  -0.69
N: 1.84050 -0.04358 -3.88037  0.05
C: 1.06435 -1.09988 -4.04349  0.09
C: 0.42027 -1.33014 -2.76701  -0.34
N: 0.84094 -0.40953 -1.88642  -0.15
C: 1.69852 0.37037 -2.57746  -0.32
H: 2.69248 -0.00130 -5.80048  0.31
H: 3.73105 0.64714 -4.50466  0.36
H: 2.33390 1.60277 -5.10244  0.36
H: 0.96781 -1.64921 -4.97315  0.48
H: -0.27987 -2.12137 -2.53686  0.49
H: 2.23451 1.22528 -2.18701  0.48

Forces on the atoms, in the same order (eV/Å):
Ir 0.0 0.0 0.1
N 0.0 0.0 0.0
C 0.0 0.0 0.0
C 0.0 0.0 0.0
C 0.0 0.0 0.0
N 0.0 0.0 0.1
H 0.0 0.0 0.0
H 0.0 0.0 0.0
H 0.0 0.0 0.0
H 0.0 0.0 0.0
H 0.0 0.0 0.0
H 0.0 0.0 0.0
H 0.0 0.0 0.0
H 0.0 0.0 0.0
H 0.0 0.0 0.0
H 0.0 0.0 0.0
S 0.0 0.0 0.0
C 0.0 0.0 0.0
N 0.0 0.0 -0.1
C 0.0 0.0 0.1
C 0.0 0.0 0.0
C 0.0 0.0 0.0
C 0.0 0.0 0.0
C 0.0 0.0 0.0
C 0.0 0.0 0.0
H 0.0 0.0 0.0
H 0.0 0.0 0.0
H 0.0 0.0 0.0
H 0.0 0.0 0.0
H 0.0 0.0 0.0
C 0.0 0.0 0.0
N 0.0 0.0 0.0
C 0.0 0.0 -0.1
C 0.0 -0.1 0.1
N -0.1 0.0 -0.1
C 0.0 0.0 0.1
H 0.0 0.0 0.0
H 0.0 0.0 0.0
H 0.0 0.0 0.0
H 0.0 0.0 0.0
H 0.0 0.0 0.0
H 0.0 0.0 0.0

Multiplicity   6
Charge   +4
HOMO level (spin up / spin down)   -21.49 / -22.14 eV
Total energy   -35937.378 eV


- Look up the total energy of the fifth one.
  -8233.880 eV